ORCA calculation (wB97M-V/def2-TZVPD) on C56H46N3O3OsP3 as an isolated structure.

Computed properties:
HOMO energy (spin up / spin down) (eV): -17.93 / -17.92
Gap between HOMO and LUMO (spin up / spin down) (eV): 6.71 / 2.89
Net charge: +4
<S²>: 6.091
2S+1: 5
LUMO level (spin up / spin down) (eV): -11.219 / -15.029
Relative energy (zero: lowest compared OMol25 entry of this formula, charge and spin) (eV): 1.555
DFT total energy (eV): -99720.8371

Each line ends with the Löwdin charge.
Geometry (Å):
Os -0.3981 -0.7023 -0.6915  1.22
P -2.6844 -1.0670 -1.1335  0.88
P -0.1914 -2.8936 -1.5736  0.93
P 0.0242 2.8488 0.5862  0.87
O -0.5461 1.5976 -0.0494  -0.42
O 3.8418 2.0908 5.3306  0.13
O 5.7661 1.9349 4.3752  0.16
N 4.5840 1.7857 4.4409  -0.33
N 0.3147 -1.5610 1.4778  0.05
N 1.6915 -0.5914 -0.6634  -0.06
C -3.5227 -1.3787 0.4505  -0.38
C 3.1377 -4.6775 -0.1202  -0.04
C 0.6279 3.8590 -1.9591  0.02
C 0.6149 -2.3717 3.6729  0.03
C -5.9597 0.7218 -2.7047  -0.03
C 1.8191 5.9287 -2.2721  0.05
C 4.9694 0.3974 2.3785  0.00
C 2.6411 -5.6621 0.7242  -0.02
C 0.4031 -1.8184 -5.4497  -0.05
C -3.7475 0.1214 -1.9992  -0.36
C 1.0259 -2.9418 -5.9812  -0.02
C 1.7793 -0.3626 2.9694  -0.06
C -2.8144 4.9107 3.5234  -0.01
C -5.1316 -0.0547 -1.9156  -0.06
C 3.6957 1.1415 0.8676  -0.22
C -1.4834 5.0039 1.5300  -0.07
C -3.4546 -0.3304 1.3771  -0.11
C 4.5938 0.4235 -0.1254  -0.06
C 1.4799 2.2276 1.5239  -0.18
C -4.1431 -0.4183 2.5710  -0.05
C 1.1738 4.8204 -2.8011  0.08
C -4.8950 -1.5511 2.8568  -0.03
C 3.9646 -0.0293 -1.3564  0.06
C 1.4743 -1.3196 3.9435  0.06
C -4.2683 -2.5197 0.7450  -0.08
C -1.1369 3.6662 1.7114  -0.27
C -2.3093 5.6301 2.4493  -0.02
C 0.8835 -4.0135 -0.6520  -0.37
C 1.9171 6.1017 -0.8988  0.05
C 3.9544 1.1622 3.2260  -0.15
C -5.4197 1.6908 -3.5415  -0.03
C 0.9934 -4.0077 -3.8276  -0.06
C 4.2350 -0.2229 1.2267  -0.05
C 0.0834 -1.7786 -4.1054  -0.13
C 0.3873 -5.0063 0.1925  -0.08
C 2.4581 0.9229 3.4175  -0.11
C 1.2712 -5.8310 0.8678  -0.04
C -1.8762 -3.6444 -1.6412  -0.33
C -0.0094 -2.4118 2.4322  -0.08
C 0.3698 -2.8804 -3.2943  -0.37
C -1.6538 2.9408 2.7825  -0.09
C -2.8627 -2.5990 -2.1437  -0.34
C 2.2705 1.4363 0.5197  -0.17
C 4.5001 1.7761 1.9643  -0.01
C -4.9586 -2.5956 1.9430  -0.03
C -4.0420 1.8729 -3.6121  -0.06
C 1.3749 5.1482 -0.0513  0.04
C 1.3188 -4.0320 -5.1729  -0.02
C -3.2026 1.0960 -2.8328  -0.11
C 0.7166 4.0398 -0.5862  -0.23
C 1.2188 -0.5893 1.6932  -0.18
C 1.5925 2.0312 2.8302  0.06
C 2.6739 -0.4098 -1.5946  -0.10
C 1.6338 0.0874 0.4585  -0.25
C -2.4712 3.5745 3.7019  -0.03
C 2.2652 -3.8508 -0.8003  -0.11
H 1.0038 2.5963 3.5361  0.14
H 1.2871 -2.9633 -7.0284  0.13
H 1.2142 -4.8605 -3.2013  0.12
H 0.1727 -0.9824 -6.0914  0.12
H 0.3840 -3.1141 4.4211  0.14
H -5.5500 -0.8001 -1.2541  0.11
H 5.6055 0.7926 -0.2394  0.17
H -6.0760 2.3196 -4.1265  0.13
H 1.7958 -4.9056 -5.5909  0.13
H -3.6328 2.6205 -4.2743  0.11
H -3.4935 5.3881 4.2159  0.13
H -2.5723 6.6692 2.3161  0.13
H -2.1270 1.2306 -2.8714  0.07
H -0.3941 -0.9019 -3.6613  0.07
H 2.4312 6.9575 -0.4885  0.15
H -1.3878 1.8990 2.9045  0.11
H 4.2023 -4.5644 -0.2554  0.12
H -3.8939 -2.9573 -2.0930  0.11
H 5.0084 2.7243 1.9174  0.17
H 4.6214 -0.0278 -2.2151  0.14
H 1.9029 -1.2256 4.9315  0.15
H 2.6462 -3.0951 -1.4727  0.09
H -2.8915 0.5612 1.1244  0.08
H -4.3513 -3.3334 0.0413  0.10
H 2.3320 0.9652 4.5096  0.15
H 3.7758 -1.1987 1.2368  0.16
H 2.2428 6.6725 -2.9324  0.15
H 2.4017 -0.7182 -2.5990  0.12
H 5.9185 0.0947 2.7918  0.17
H -5.4440 -1.6158 3.7838  0.13
H -7.0281 0.5682 -2.6646  0.13
H 0.8899 -6.6189 1.4981  0.13
H 1.4766 5.2493 1.0218  0.15
H 2.2085 1.9222 -0.4676  0.15
H -5.5651 -3.4627 2.1529  0.13
H -1.1159 5.5568 0.6768  0.10
H -0.6735 -5.1718 0.2979  0.10
H -2.6622 -2.3415 -3.1887  0.10
H 1.0724 4.7136 -3.8702  0.15
H 0.1064 2.9999 -2.3590  0.12
H -2.8290 3.0329 4.5659  0.12
H 3.3231 -6.3026 1.2618  0.13
H -4.1201 0.3994 3.2733  0.11
H -0.7761 -3.1368 2.1986  0.13
H -1.8391 -4.5173 -2.3009  0.12
H -2.1582 -3.9845 -0.6417  0.07

***

ORCA calculation (wB97M-V/def2-TZVPD) on C29H48NOP3SYb as an isolated structure.

Computed properties:
HOMO energy (spin up / spin down) (eV): -13.67 / -13.67
Gap between HOMO and LUMO (spin up / spin down) (eV): 3.81 / 3.67
Net charge: +3
<S²>: 0.751
2S+1: 2
LUMO level (spin up / spin down) (eV): -9.862 / -10.000
DFT total energy (eV): -104596.1365

Each line ends with the Löwdin charge.
Geometry (Å):
Yb 0.1875 0.2614 0.4757  1.28
S -0.2847 -1.3444 3.4832  1.06
P -2.1806 0.6273 -0.9905  0.70
P 0.5725 -2.0404 -1.2900  0.70
P 2.9882 0.0897 0.8488  0.71
O -0.8588 -1.1261 -6.8520  0.02
N -0.8222 -0.3408 2.3569  -0.51
C 1.8273 -0.9827 5.2352  -0.08
C 0.8346 1.0358 4.3016  -0.13
C 0.8759 -0.3533 4.4136  -0.45
C 1.7159 -3.3089 -0.6307  -0.27
C -2.0655 0.5874 -2.8139  -0.27
C -2.8759 2.2808 -0.6320  -0.26
C -1.2944 1.1392 -6.4226  -0.05
C -1.1006 2.4902 -6.7060  -0.09
C 2.6153 1.1967 5.9281  -0.03
C 0.8221 2.5496 -0.6164  -0.11
C -4.1849 -1.1650 5.8575  -0.02
C -1.7331 -1.3941 4.5559  -0.38
C 3.5849 1.5970 1.6899  -0.25
C -1.8247 -0.6222 5.7162  -0.05
C 3.5571 -1.2388 1.9694  -0.24
C 0.3979 2.8161 0.6395  -0.13
C 1.7089 1.8130 5.0638  -0.06
C 4.0020 -0.0200 -0.6617  -0.25
C 0.0849 1.8974 -8.7411  -0.07
C -4.0831 -1.9317 4.6914  -0.04
C -0.0895 0.5403 -8.4684  -0.01
C 2.6830 -0.1964 6.0071  -0.03
C -3.5422 -0.5001 -0.5119  -0.24
C 1.2238 -1.7017 -2.9695  -0.24
C -0.4112 2.8726 -7.8647  -0.09
C -0.7543 0.1709 -7.2756  -0.32
C -0.9229 -3.0502 -1.5989  -0.26
C -2.8588 -2.0522 4.0368  -0.09
C -3.0627 -0.5013 6.3559  -0.03
H -5.1434 -1.0759 6.3718  0.13
H -4.9628 -2.4279 4.2831  0.13
H -1.8442 0.8047 -5.5418  0.08
H 3.0811 1.7019 2.6637  0.03
H 4.6433 -1.4024 1.9051  0.08
H -0.6419 3.1015 0.8647  0.08
H 1.8721 -2.0738 5.2608  0.13
H 5.0621 0.1627 -0.4507  0.08
H 0.1218 1.5037 3.6217  0.09
H -2.7834 -2.6224 3.1107  0.11
H -0.9549 -0.0860 6.0981  0.12
H 2.1931 -1.1892 -2.8825  0.04
H -1.4925 3.2377 -6.0165  0.10
H -3.8185 2.4614 -1.1668  0.08
H 1.7355 -4.2062 -1.2647  0.07
H -0.4917 -1.7160 -7.5332  0.11
H 1.6748 2.9004 4.9820  0.13
H 3.3255 2.4759 1.0824  0.04
H -0.6804 -3.9731 -2.1446  0.08
H -0.2633 3.9303 -8.0877  0.11
H 1.8856 2.4490 -0.8651  0.07
H -1.7435 0.0083 2.6572  0.04
H -1.2344 1.2377 -3.1278  0.04
H 0.5337 -1.0334 -3.5051  0.04
H -3.7299 -0.3793 0.5687  0.05
H 3.6427 0.7404 -1.3707  0.05
H -1.3586 -3.3212 -0.6245  0.05
H -3.1474 0.1278 7.2420  0.13
H 1.3542 -2.6237 -3.5522  0.08
H 3.0347 -2.1721 1.7053  0.03
H -4.4722 -0.2981 -1.0642  0.08
H 1.3647 -3.5933 0.3733  0.05
H 4.6720 1.5728 1.8482  0.08
H -1.6703 -2.4760 -2.1642  0.03
H -2.9851 0.9399 -3.2977  0.08
H 3.2797 -0.9988 3.0092  0.03
H -3.0535 2.3623 0.4522  0.05
H 0.2860 -0.2311 -9.1405  0.12
H 3.8783 -1.0022 -1.1379  0.03
H 3.4072 -0.6785 6.6662  0.13
H 3.2868 1.8050 6.5370  0.13
H -1.8322 -0.4285 -3.1627  0.03
H 0.6146 2.1998 -9.6469  0.12
H 1.1010 2.9657 1.4748  0.08
H -3.2303 -1.5440 -0.6757  0.03
H 0.1612 2.6210 -1.4882  0.07
H -2.1422 3.0517 -0.9081  0.04
H 2.7332 -2.9038 -0.5385  0.03

***

ORCA calculation (wB97M-V/def2-TZVPD) on a 7-piece molecular cluster, C16H46O7 overall.

Computed properties:
HOMO energy (eV): -9.68
Gap between HOMO and LUMO (eV): 10.10
SMILES: CC(C)O.CC(C)O.CCO.CCO.CCO.CCO.CCO
LUMO level (eV): 0.426
Relative energy (zero: lowest compared OMol25 entry of this formula, charge and spin) (eV): 1.731
DFT total energy (eV): -31668.4374

Each line ends with the Löwdin charge.
Geometry (Å):
O 11.9127 13.6687 16.6290  -0.07
O 13.2506 5.7593 12.0737  -0.06
O 7.3565 14.0028 14.9004  -0.11
O 6.7125 11.0191 7.0891  -0.09
O 8.6041 8.2285 14.5343  -0.11
O 11.6715 10.3147 15.9414  -0.06
O 9.2600 10.8364 14.5734  -0.11
C 6.9247 11.7557 8.2808  -0.33
C 6.0855 13.7636 14.2740  -0.33
C 12.0175 6.3474 12.5996  -0.45
C 10.5680 13.9734 16.2377  -0.33
C 11.4452 8.3035 17.4106  -0.03
C 10.9722 9.7721 17.0621  -0.45
C 11.5513 7.5286 11.6961  -0.05
C 12.1547 6.6334 14.0768  -0.07
C 6.7151 8.3953 15.9796  -0.08
C 8.0448 7.7001 15.7028  -0.32
C 5.3914 14.9551 13.7178  -0.10
C 9.1321 11.7540 13.4819  -0.29
C 7.0885 13.2414 7.9314  -0.08
C 10.2716 15.3314 16.8467  -0.08
C 10.8855 10.7410 18.2482  -0.03
C 8.4127 11.0423 12.4174  -0.07
H 11.2938 5.5160 12.4428  0.14
H 12.2501 8.4225 11.7754  0.10
H 6.8533 10.0718 7.2435  0.09
H 11.1643 15.9508 16.6586  0.08
H 7.1486 13.7785 8.8986  0.08
H 6.0853 15.5026 13.1255  0.06
H 5.0515 15.7064 14.4613  0.08
H 8.6796 12.6666 13.8393  0.07
H 13.7386 6.4780 11.7030  0.06
H 9.8479 13.2509 16.6266  0.09
H 4.5323 14.5625 13.0670  0.11
H 10.2261 15.2393 17.9415  0.08
H 5.3916 13.1741 14.9373  0.13
H 6.3380 8.2090 16.9960  0.07
H 7.3453 10.8992 12.7802  0.11
H 8.0311 13.4235 7.4095  0.07
H 10.2510 10.2395 18.9829  0.08
H 6.1291 11.5980 9.0014  0.10
H 12.1764 12.8162 16.3053  0.05
H 12.6138 10.1895 16.0575  0.10
H 11.3776 7.2372 10.6545  0.08
H 10.1330 12.0054 13.1687  0.12
H 6.3810 13.1272 13.4368  0.10
H 6.7882 9.4812 15.8648  0.07
H 11.8230 10.8865 18.7802  0.08
H 8.3470 11.4901 11.4547  0.05
H 12.4582 8.3769 17.8429  0.08
H 11.2808 7.1603 14.4982  0.06
H 9.3644 15.7765 16.4455  0.07
H 12.9586 7.3232 14.3090  0.08
H 7.8636 11.4102 8.7680  0.11
H 10.5181 11.7425 17.9527  0.07
H 8.8031 7.8552 16.5108  0.09
H 7.8884 6.6376 15.5765  0.11
H 10.7930 7.8663 18.1771  0.08
H 10.3762 13.9828 15.1587  0.11
H 6.2991 13.6297 7.3420  0.06
H 8.7595 9.1871 14.6378  0.02
H 8.8432 10.0695 12.2662  0.07
H 11.4720 7.7775 16.4616  0.04
H 7.2477 14.2079 15.8471  0.09
H 5.9452 8.1122 15.2867  0.06
H 9.9782 9.5755 16.6617  0.10
H 12.2285 5.7030 14.6332  0.08
H 10.1380 10.8927 14.9884  0.06
H 10.6206 7.9906 12.0361  0.06

***

ORCA calculation (wB97M-V/def2-TZVPD) on a 2-piece molecular cluster, FNO4S overall.

Computed properties:
HOMO energy (spin up / spin down) (eV): -11.64 / -10.14
Gap between HOMO and LUMO (spin up / spin down) (eV): 9.06 / 8.25
LUMO level (spin up / spin down) (eV): -2.585 / -1.893
Relative energy (zero: lowest compared OMol25 entry of this formula, charge and spin) (eV): 4.719
DFT total energy (eV): -23224.5071

Each line ends with the Löwdin charge.
Geometry (Å):
S 0.4107 0.8337 -0.2835  0.98
F -0.8860 1.3431 0.5547  -0.28
O -0.7243 -1.5461 1.1737  0.17
O 1.5165 2.4318 0.3851  -0.31
O -0.1275 -1.9539 -0.8877  0.15
O 0.0935 0.8930 -1.6170  -0.33
N -0.3816 -1.3815 0.0906  -0.38

***

ORCA calculation (wB97M-V/def2-TZVPD) on a 2-piece molecular cluster, CH5ISi overall.

Computed properties:
HOMO energy (spin up / spin down) (eV): -9.09 / -7.31
Gap between HOMO and LUMO (spin up / spin down) (eV): 7.79 / 4.38
LUMO level (spin up / spin down) (eV): -1.299 / -2.936
Relative energy (zero: lowest compared OMol25 entry of this formula, charge and spin) (eV): 3.162
DFT total energy (eV): -17093.3611

Each line ends with the Löwdin charge.
Geometry (Å):
I 3.4805 1.8346 0.3413  -0.27
Si 0.0588 -0.9459 -0.6043  0.75
C -0.9135 0.2578 0.4635  -0.34
H -0.1571 0.8521 0.8715  -0.05
H -0.1499 -0.7853 -2.1829  -0.06
H -1.5194 -0.0939 1.3655  0.06
H 0.7149 -2.0950 -0.1072  -0.14
H -1.5142 0.9756 -0.1473  0.04

***

Q: The lowest DFT total energy belongs to which entry?
A: C29H48NOP3SYb

***

Q: The highest DFT total energy belongs to which entry?
A: CH5ISi